Formula: C7H10O2Si
Source: the OMol25 dataset
Level of theory: ωB97M-V with the def2-TZVPD basis set

Geometry as XYZ:
```
20
Properties=species:S:1:pos:R:3:forces:R:3:mulliken_charge:R:1
O -3.8661 0.3885 0.2989 0.1 0.8 0.4 -0.529
Si -2.3499 0.0938 0.8936 0.2 -0.8 -0.6 0.389
C -1.0560 0.3951 -0.5428 -4.5 -0.1 -1.6 -0.306
O -1.7458 -0.6150 -1.6060 3.2 0.6 1.0 -0.537
C 0.3574 0.2428 -0.2828 -0.2 -1.7 0.9 0.689
C 1.1768 1.3450 -0.2232 -4.0 2.4 -1.5 -0.465
C 2.4608 1.1298 -0.0062 5.3 -0.7 0.7 -0.363
C 2.9646 -0.1699 0.2553 -0.1 -0.7 0.2 -0.325
C 2.1015 -1.3146 0.4290 1.0 3.7 -1.0 -0.781
C 0.8067 -1.0457 0.1190 -0.6 1.5 -0.6 -0.234
H -4.5006 -0.2890 0.0580 0.4 -0.1 0.0 0.338
H -2.0289 1.0971 2.1141 -0.4 -1.4 -1.3 -0.105
H -2.3838 -1.4742 0.9358 0.4 1.3 0.8 -0.096
H -1.3927 1.3854 -0.9677 0.9 -0.8 0.3 0.361
H -0.9673 -1.0826 -2.0458 -1.5 0.9 0.8 0.300
H 0.6614 2.3681 -0.4790 1.5 -1.9 0.6 0.201
H 3.2786 1.9111 -0.0665 -1.4 -0.7 0.1 0.285
H 4.0573 -0.2373 0.2523 -0.4 -0.3 0.4 0.337
H 2.3145 -2.2958 0.7136 1.1 -1.2 0.4 0.453
H 0.1114 -1.8328 0.1506 -1.0 -0.8 0.0 0.389
```
Positions in Å, forces in eV/Å.

Summary:
* structure (SMILES): O[SiH2][C@H](O)c1ccccc1
* total charge: 0
* HOMO-LUMO gap: 9.41 eV

---

Formula: C7H10S2Si
Source: the OMol25 dataset
Level of theory: ωB97M-V with the def2-TZVPD basis set

Geometry as XYZ:
```
20
Properties=species:S:1:pos:R:3:forces:R:3:mulliken_charge:R:1
C -0.5342 -2.4203 -1.7788 0.7 -1.0 0.3 -0.213
C -0.9637 -2.4819 -0.4285 -0.3 1.8 -1.5 -0.742
C -0.1753 -1.2535 -2.4162 1.3 -0.3 -1.0 -0.416
C -1.2109 -1.2488 0.1704 -0.2 1.0 -1.3 -0.434
C -0.3511 -0.0376 -1.7890 -0.9 -1.4 0.5 -0.435
C -0.9659 -0.0417 -0.5617 -0.6 0.2 2.6 0.627
C 2.1534 0.5539 1.9427 -0.3 0.8 0.9 -0.817
Si -1.2206 1.5847 0.4688 -0.5 0.7 -0.4 0.291
S -1.5866 3.3086 -0.8736 0.4 -0.5 0.5 -0.337
S -2.9706 1.6372 1.8982 0.5 0.5 -0.2 -0.376
H -0.3281 -3.2836 -2.4163 -0.3 -0.3 0.8 0.303
H -1.2402 -3.3856 0.0461 0.0 -0.8 0.3 0.411
H 0.4025 -1.3696 -3.3834 -1.1 0.5 1.0 0.271
H -1.7573 -1.0830 1.0895 0.3 -0.7 0.4 0.295
H -0.1748 0.8601 -2.2597 0.6 1.9 -1.1 0.430
H 1.2682 0.3655 2.5594 0.5 0.0 0.0 0.254
H 2.9432 1.2327 2.3579 -0.9 -0.9 -0.8 0.274
H 2.0027 0.3060 0.9042 0.5 0.1 -0.1 0.304
H -0.2873 3.6691 -0.8973 -0.2 0.0 0.0 0.137
H -2.9850 2.9623 2.3804 0.5 -1.4 -0.9 0.173
```
Positions in Å, forces in eV/Å.

Summary:
* total charge: 0
* HOMO-LUMO gap (alpha / beta): 7.75 / 7.53 eV

---

Formula: C7H11AlI2N2O5S
Source: the OMol25 dataset
Level of theory: ωB97M-V with the def2-TZVPD basis set

Geometry as XYZ:
```
29
Properties=species:S:1:pos:R:3:forces:R:3:mulliken_charge:R:1
C -1.1776 3.4152 0.9498 0.5 0.5 -1.4 -0.734
I -1.2264 0.6566 -3.2387 -0.2 0.8 -0.9 0.129
H -0.9708 3.0530 -0.0791 0.4 0.3 0.1 0.188
H -0.2571 3.4977 1.5673 -0.2 0.2 -0.7 0.199
H -1.6590 4.4061 0.8460 0.2 -0.3 0.1 0.395
C 2.2180 -0.6929 1.1550 1.2 0.6 0.0 -0.422
C 0.9230 -1.0458 -0.6647 -1.6 3.6 1.8 -0.449
N 1.1672 -1.4077 0.6625 0.0 0.1 -0.7 0.507
H 3.4871 0.8372 0.1693 -0.1 -0.2 0.1 0.388
I 0.6908 -2.8058 -2.0781 0.5 -3.4 -2.6 -0.384
N 1.8910 -0.0671 -0.9301 -0.2 -0.7 0.2 0.467
H 2.6122 -0.8514 2.1480 -0.1 0.0 -0.1 0.403
Al -1.0300 -0.7694 -1.2988 0.5 -0.7 1.0 -1.242
C -2.0817 2.5455 1.5722 1.4 0.9 2.1 0.182
O -2.8984 1.8133 1.9320 -2.5 -1.6 0.0 -0.252
C 2.6594 0.1409 0.1777 0.6 -0.4 0.9 -0.504
C 2.1149 0.6294 -2.1741 -0.2 0.4 0.0 -1.076
H 1.9879 -0.0564 -3.0188 0.0 0.2 0.1 0.341
H 3.1371 1.0326 -2.1605 -0.2 -0.2 -0.1 0.280
H 1.4107 1.4690 -2.2691 0.3 -0.3 -0.2 0.361
C 0.4941 -2.4530 1.3877 -0.3 0.2 0.2 -0.878
H 1.1378 -2.7234 2.2290 -0.2 -0.1 0.0 0.331
H 0.3590 -3.3234 0.7416 0.0 0.1 0.0 0.276
H -0.4880 -2.1287 1.7567 0.1 -0.1 -0.1 0.241
O -3.0489 -1.9512 1.3172 -0.1 0.2 -0.3 -0.689
S -3.0149 -1.0504 0.1872 1.1 0.7 -0.3 1.192
O -4.1793 -0.2352 -0.0481 0.3 -0.6 0.0 -0.626
O -1.6985 -0.1229 0.2835 -1.4 -1.1 -0.4 -0.215
O -2.5594 -1.8116 -1.1226 0.0 0.7 1.1 -0.406
```
Positions in Å, forces in eV/Å.

Summary:
* total charge: -2
* HOMO-LUMO gap (alpha / beta): 1.14 / 4.62 eV

---

Formula: C7H11BN2O4
Source: the OMol25 dataset
Level of theory: ωB97M-V with the def2-TZVPD basis set

Geometry as XYZ:
```
25
Properties=species:S:1:pos:R:3:forces:R:3:mulliken_charge:R:1
C -2.7452 -0.6228 0.0765 -3.3 -0.6 -1.7 -1.092
C -1.3032 -0.5472 0.4116 0.1 1.2 0.6 0.693
C -0.5911 -1.6118 0.5644 2.2 -2.5 0.4 -0.440
B 0.3423 -2.6284 0.6682 -2.1 2.1 -0.7 -0.015
O 1.2235 -3.5564 0.5457 2.0 1.0 0.9 -0.519
N -0.7393 0.7662 0.6782 -2.1 -0.5 0.3 0.382
C -1.4963 1.6816 1.5966 0.8 -2.1 2.0 -1.016
C 0.4413 1.3094 0.2895 -0.3 1.5 0.0 0.163
O 0.7507 2.4263 0.6639 0.1 -0.6 -0.3 -0.626
N 1.2352 0.6047 -0.6473 1.9 -0.8 -0.2 0.388
C 0.8782 0.4871 -2.0496 -1.4 1.3 -0.2 -0.796
C 2.5469 0.4729 -0.2310 2.0 0.4 0.0 0.557
O 2.9840 0.8709 0.8212 -0.5 -0.5 0.0 -0.563
O 3.4651 -0.1199 -1.1240 -2.9 0.3 -0.5 -0.501
H -3.4269 0.0503 0.6749 0.9 0.0 -1.2 0.316
H -3.2819 -1.5906 0.2857 1.4 0.4 0.2 0.359
H -2.9713 -0.6255 -1.0933 0.6 0.9 2.3 0.210
H 1.0442 -4.4175 0.2766 -0.7 -2.2 -0.7 0.319
H -2.3233 1.1829 2.2240 1.5 0.1 -1.2 0.323
H -0.6609 1.9779 2.3096 -1.7 0.5 -0.9 0.352
H -1.9937 2.4123 1.0190 0.0 1.4 -0.3 0.333
H 0.8580 1.4510 -2.6326 0.3 -0.4 0.9 0.292
H 1.6271 -0.1138 -2.5325 -0.3 -0.7 -0.2 0.336
H -0.1850 0.1716 -2.0708 0.8 -0.6 -0.4 0.215
H 4.3213 -0.0311 -0.7244 0.5 0.2 0.7 0.332
```
Positions in Å, forces in eV/Å.

Summary:
* structure (SMILES): CC(=C=BO)N(C)C(=O)N(C)C(=O)O
* total charge: 0
* HOMO-LUMO gap: 8.24 eV

---

Formula: C7H11BN3O2
Source: the OMol25 dataset
Level of theory: ωB97M-V with the def2-TZVPD basis set

Geometry as XYZ:
```
24
Properties=species:S:1:pos:R:3:forces:R:3:mulliken_charge:R:1
C 4.1432 1.4940 0.1810 1.3 0.3 1.3 -0.530
O 3.0344 0.9718 -0.6274 -1.7 -0.8 2.9 -0.353
B 2.1468 0.3473 0.3056 2.5 -2.2 -0.5 0.478
O 2.5276 -0.7458 1.1816 -1.1 3.7 -0.7 -0.418
N 0.6682 0.7769 0.4216 1.4 3.6 0.2 0.626
C 0.5113 2.1620 0.7017 -4.9 -0.4 0.0 0.228
C -0.9719 2.6680 0.8480 1.3 -4.7 -0.8 -0.475
C -1.9939 1.5250 0.6821 2.5 0.4 -0.1 -0.193
C -1.5555 0.0763 0.3700 1.8 2.9 0.5 -0.015
N -0.1864 -0.2153 0.2393 -4.0 1.2 0.7 -0.676
H 3.6888 2.2595 0.9215 1.1 -0.9 -1.2 0.203
H 4.6421 0.6770 0.8257 -0.9 1.1 -1.2 0.262
H 4.9756 1.9650 -0.4510 -1.7 -0.6 0.7 0.255
H 2.1889 -0.4466 2.0662 0.3 -1.1 -0.8 0.335
H 1.4020 2.8785 0.8315 -1.3 -1.7 -0.4 0.254
H -1.2304 3.7567 1.0752 0.4 -1.9 -0.4 0.361
H -3.1143 1.7276 0.7945 1.9 -0.3 -0.2 0.354
H -2.3163 -0.7793 0.2548 1.4 1.3 0.2 0.317
C -3.0090 -3.7617 -2.1841 0.0 -0.2 -0.3 -0.768
C -3.3286 -3.0736 -0.9309 0.0 0.0 0.0 0.441
N -3.5799 -2.5344 0.0554 0.2 -0.1 -0.5 -0.514
H -3.9090 -4.1374 -2.6762 0.0 0.1 0.2 0.284
H -2.5061 -3.0967 -2.8900 -0.1 0.1 0.2 0.269
H -2.3496 -4.6161 -2.0158 -0.1 0.1 0.2 0.276
```
Positions in Å, forces in eV/Å.

Summary:
* total charge: +1
* HOMO-LUMO gap: 9.43 eV

---

Formula: C7H11BNO2
Source: the OMol25 dataset
Level of theory: ωB97M-V with the def2-TZVPD basis set

Geometry as XYZ:
```
22
Properties=species:S:1:pos:R:3:forces:R:3:mulliken_charge:R:1
B 2.2744 -0.4101 0.0768 -0.3 1.9 2.4 0.531
C -1.0784 2.2604 -1.5375 -1.6 2.0 2.1 -0.459
C -0.4239 -1.5683 0.6004 2.4 2.0 0.3 -0.564
C 0.7420 -0.4208 0.5175 1.5 -2.8 -2.3 -0.045
C -0.3297 -0.1395 1.0965 -2.9 0.8 2.2 0.470
C -1.0972 -1.4001 -1.7880 3.1 1.1 -0.6 -0.211
C -1.5883 3.0194 -0.7460 1.5 -1.4 -0.9 -0.438
C -1.1011 0.7950 1.9903 1.3 2.1 -1.6 -1.101
N -1.1398 -1.8330 -0.5874 -1.5 -3.1 -0.9 0.027
O 2.9005 -1.2282 -0.7490 2.1 -0.4 -1.8 -0.478
O 2.9125 0.5301 0.8577 -0.9 -0.2 -0.3 -0.514
H -0.7051 1.7714 -2.3425 0.8 -1.3 -1.8 0.533
H -0.2580 -2.4711 1.2031 -0.3 0.6 -0.2 0.410
H -0.1962 -0.7873 -2.1324 -1.6 -0.1 1.1 0.214
H -1.6559 -1.7671 -2.6266 -0.8 -0.5 0.3 0.348
H -1.6100 3.6630 0.0757 -0.7 0.7 0.7 0.396
H -0.6256 1.8383 1.8089 -0.6 -1.7 0.5 0.227
H -0.9126 0.5367 3.0306 -0.5 -0.1 0.0 0.333
H -2.1433 0.9581 1.6722 0.3 -0.7 0.5 0.344
H -1.6546 -2.7542 -0.4795 -0.1 1.7 -0.1 0.350
H 3.8615 -0.9504 -0.9623 -2.3 -0.8 0.6 0.333
H 3.8287 0.3576 1.0216 1.0 0.1 0.0 0.296
```
Positions in Å, forces in eV/Å.

Summary:
* total charge: +1
* HOMO-LUMO gap (alpha / beta): 9.07 / 9.07 eV

---

Formula: C7H11BrClF2N
Source: the OMol25 dataset
Level of theory: ωB97M-V with the def2-TZVPD basis set

Geometry as XYZ:
```
23
Properties=species:S:1:pos:R:3:forces:R:3:mulliken_charge:R:1
C -0.5511 -1.7860 0.9467 1.6 0.0 0.5 -1.440
C 0.0970 -1.2073 -0.3232 -1.6 1.5 1.0 1.431
C -0.5632 -1.4905 -1.7067 1.3 -2.4 -0.1 -1.319
C 1.5110 -1.5690 -0.3617 2.5 1.9 0.1 -1.813
N 0.1659 0.2411 -0.2764 0.3 2.0 -0.3 -0.254
C -0.7723 1.0107 -0.0017 -1.7 -1.1 0.5 -0.589
C -0.5308 2.4992 0.0039 -0.3 0.8 -0.5 0.763
F -0.0796 2.7650 -1.2702 0.3 0.7 1.0 -0.259
F -1.6240 3.3445 0.1931 0.8 -1.5 -0.1 -0.311
C 0.4890 2.7385 1.1254 0.5 -1.2 -0.3 -0.262
Cl -0.0143 1.7254 2.5402 -0.2 0.9 0.4 -0.131
Br 0.9149 4.5456 1.5126 -0.1 -0.1 0.0 -0.048
H 0.2690 -2.0906 1.6623 -1.0 0.4 -0.7 0.293
H -1.2283 -1.1605 1.4855 -0.4 0.8 0.2 0.370
H -1.0926 -2.6445 0.7100 -0.9 -1.7 -0.4 0.383
H 0.2328 -1.2130 -2.4793 -1.3 -0.6 0.8 0.326
H -1.4021 -0.8665 -1.8228 -1.1 0.8 -0.3 0.445
H -0.9491 -2.5993 -1.8208 1.1 2.1 0.2 0.294
H 1.9392 -0.8487 -1.1212 0.2 -1.1 1.0 0.379
H 2.1299 -1.6880 0.5780 -1.0 0.9 -0.8 0.348
H 1.4592 -2.4929 -0.7418 0.7 -3.9 -1.8 0.531
H -1.7535 0.6478 0.3295 -0.2 0.3 -0.1 0.463
H 1.3531 2.1390 0.8386 0.3 0.7 -0.3 0.399
```
Positions in Å, forces in eV/Å.

Summary:
* structure (SMILES): CC(C)(C)/N=C/C(F)(F)[C@H](Cl)Br
* total charge: 0
* HOMO-LUMO gap: 10.35 eV

---

Formula: C7H11BrN3O
Source: the OMol25 dataset
Level of theory: ωB97M-V with the def2-TZVPD basis set

Geometry as XYZ:
```
23
Properties=species:S:1:pos:R:3:forces:R:3:mulliken_charge:R:1
N 0.2494 2.4994 0.1002 -0.7 -0.7 2.4 -0.251
C 0.0017 1.2671 -0.7007 -0.1 -1.5 -0.3 -1.296
C 0.1267 -0.0110 0.2077 4.1 0.8 0.2 1.414
O -0.0309 0.5487 1.5930 -1.0 -4.2 -0.5 -0.710
C -0.8153 -1.1475 -0.2245 2.3 -0.6 0.7 -1.279
C -0.0949 -2.4852 0.1130 0.3 -2.5 -1.5 -0.585
C 1.3562 -2.1673 0.1424 2.8 2.2 -0.6 0.257
N 2.5583 -2.7948 0.1097 -2.3 -0.2 -0.2 -0.859
N 3.4440 -1.8119 0.0282 0.9 -0.5 0.6 0.394
C 2.9800 -0.5631 0.1208 -1.4 0.3 -0.8 -0.651
Br 4.0203 0.9995 -0.0375 -0.3 -0.5 0.1 -0.165
C 1.6127 -0.7628 0.0919 -3.9 0.9 1.0 0.572
H 1.0636 3.0122 -0.1485 1.3 0.1 -0.2 0.347
H 0.3223 2.0784 1.1402 0.0 1.0 -1.8 0.469
H -0.4833 3.2252 0.1393 -0.1 -0.8 -0.3 0.356
H -1.0275 1.2043 -0.9573 -1.0 0.8 -0.5 0.491
H 0.5988 1.1597 -1.6419 -0.3 0.5 1.1 0.310
H -0.2245 -0.3353 2.1000 0.6 2.8 -0.6 0.453
H -0.9652 -1.0584 -1.2777 -0.1 0.0 -0.8 0.489
H -1.7424 -1.1223 0.2492 -1.7 0.4 0.8 0.414
H -0.2479 -3.3469 -0.6646 -0.1 1.7 1.3 0.325
H -0.3670 -2.9284 1.0652 -0.4 0.1 0.2 0.321
H 4.3883 -2.1031 0.0359 1.1 0.0 0.0 0.183
```
Positions in Å, forces in eV/Å.

Summary:
* structure (SMILES): [NH3+]C[C@@]1(O)CCc2n[nH]c(Br)c21
* total charge: +1
* HOMO-LUMO gap: 9.16 eV

---

Formula: C7H11Cl
Source: the OMol25 dataset
Level of theory: ωB97M-V with the def2-TZVPD basis set

Geometry as XYZ:
```
19
Properties=species:S:1:pos:R:3:forces:R:3:mulliken_charge:R:1
C 0.7491 -1.8150 -0.0721 -0.2 0.3 -0.3 -0.972
C 0.7983 -0.4942 0.1475 0.0 -0.4 0.0 0.381
C 1.8801 0.1355 0.9951 0.2 -0.5 0.2 -1.233
C -0.1805 0.4535 -0.4801 0.2 -0.2 0.2 0.233
C 0.4337 1.5096 -1.3576 0.3 0.1 -0.6 -1.619
C -1.4844 0.3570 -0.2205 -0.2 -0.1 0.0 1.022
C -2.1982 -0.6057 0.6804 0.2 -0.4 0.9 -1.201
Cl -2.6103 1.4871 -0.9701 0.1 -0.1 0.0 -0.248
H -0.0283 -2.2270 -0.7338 0.4 0.1 0.4 0.304
H 1.4938 -2.5020 0.3441 -0.3 0.3 -0.1 0.275
H 2.5395 -0.6616 1.4171 -0.5 0.7 -0.3 0.371
H 1.4426 0.7211 1.8156 0.1 -0.2 -0.1 0.288
H 2.4854 0.8286 0.4028 0.0 -0.1 0.1 0.300
H -0.2722 1.9069 -2.0988 0.2 -0.3 0.2 0.451
H 0.7775 2.3694 -0.7774 0.0 0.0 0.1 0.334
H 1.3236 1.1156 -1.8957 -0.6 0.1 0.3 0.334
H -1.4826 -1.2491 1.2441 -0.5 0.5 -0.5 0.352
H -2.7950 -0.0541 1.4372 0.2 -0.3 -0.6 0.343
H -2.8720 -1.2756 0.1223 0.2 0.4 0.1 0.284
```
Positions in Å, forces in eV/Å.

Summary:
* structure (SMILES): C=C(C)/C(C)=C(\C)Cl
* total charge: 0
* HOMO-LUMO gap: 9.73 eV

---

Formula: C7H11Cl2GaNO3S
Source: the OMol25 dataset
Level of theory: ωB97M-V with the def2-TZVPD basis set

Geometry as XYZ:
```
26
Properties=species:S:1:pos:R:3:forces:R:3:mulliken_charge:R:1
C 2.3366 1.1675 3.1663 -0.8 -1.6 -0.1 -0.897
C 1.4160 0.7240 1.8595 -1.6 4.6 -1.0 0.277
Cl 1.4816 -1.1031 1.4159 -0.1 2.8 0.5 -0.183
C 0.5738 1.7053 1.0642 3.0 -3.4 2.7 0.148
Cl 0.5633 3.5376 1.5312 0.3 -2.3 -0.1 -0.276
Ga -0.6323 1.1755 -0.5282 -0.3 -0.2 -0.5 -0.018
S -1.6022 3.1199 -1.4147 -0.2 0.1 -1.0 -0.487
C -2.2542 0.0595 0.1975 -0.5 0.7 -1.1 -0.440
O -1.7725 -0.9165 1.1873 -1.5 1.5 -0.8 0.017
N -2.5447 -0.9214 2.2934 3.2 -4.0 1.2 0.052
O -2.0645 -1.8400 2.9796 -2.3 2.7 -0.5 -0.376
C 0.3293 0.2563 -2.1026 -0.3 -3.3 -0.7 -0.562
C 0.0765 -1.5014 -1.9106 -0.3 1.0 -3.2 0.516
C 1.1076 -2.4705 -2.9024 -1.1 -1.3 1.7 -0.949
O -0.5069 -2.2363 -3.1490 1.4 1.8 5.9 -0.404
H 3.4549 0.8724 2.9647 -2.2 0.8 0.4 0.244
H 2.1978 2.2847 3.4862 0.2 -2.2 -1.1 0.278
H 1.9429 0.4928 4.0669 1.0 1.4 -1.9 0.239
H -1.6973 2.9702 -2.8081 0.3 -0.3 1.5 0.058
H -2.6889 -0.5455 -0.7193 0.4 1.2 2.0 0.220
H -3.0262 0.7915 0.6924 1.3 -1.7 -1.0 0.367
H 1.4878 0.4072 -2.1565 -2.3 -0.3 -0.1 0.290
H -0.2304 0.3988 -3.1322 1.5 0.0 2.0 0.244
H -0.1826 -1.9170 -0.7534 0.7 0.8 -3.6 0.152
H 0.8594 -3.4614 -3.4373 1.5 1.5 -0.2 0.365
H 1.3753 -3.0504 -1.8908 -1.4 0.0 -1.0 0.123
```
Positions in Å, forces in eV/Å.

Summary:
* total charge: -1
* HOMO-LUMO gap: 8.01 eV

---

Formula: C7H11ClN3
Source: the OMol25 dataset
Level of theory: ωB97M-V with the def2-TZVPD basis set

Geometry as XYZ:
```
22
Properties=species:S:1:pos:R:3:forces:R:3:mulliken_charge:R:1
C 0.1139 1.0630 1.4978 -0.3 -3.2 2.2 -0.351
C 0.1082 -0.2388 2.0213 0.5 1.3 -0.8 0.535
C 0.7565 -0.2813 -0.1247 -0.3 -1.1 0.4 0.072
C 0.9408 -0.6647 -1.5412 0.8 -0.9 -1.0 -0.528
C -0.4045 -0.5691 -2.4532 -1.1 0.7 4.0 -0.819
C -0.9694 0.7626 -2.6959 0.6 1.0 -0.8 0.031
C -0.1751 -0.6953 3.3857 -1.3 0.6 1.6 -1.122
N 0.4937 1.0107 0.2211 -0.2 -1.6 -1.9 0.795
N 0.5283 -1.0746 1.0175 0.0 3.4 -2.4 -0.065
N 0.4273 1.9301 -0.7385 0.2 0.8 -1.0 -1.120
Cl -2.4799 0.9679 -1.9528 -0.2 0.6 -0.3 -0.083
H 0.1775 1.9265 2.0487 -0.5 2.0 1.0 0.446
H 1.7333 0.0053 -2.0200 -1.1 -1.0 0.7 0.349
H 1.2221 -1.7790 -1.7105 -0.1 2.0 0.8 0.336
H -0.0734 -1.0067 -3.2952 0.9 -1.5 -3.2 0.410
H -1.2017 -1.2197 -1.9533 1.2 0.8 -0.8 0.362
H -0.6886 1.4265 -3.6265 -0.6 -1.3 2.3 0.358
H 0.3572 -0.0545 4.1321 0.2 -1.0 -0.6 0.306
H -1.2341 -0.4187 3.6639 0.8 -0.6 -0.6 0.314
H -0.0635 -1.7892 3.5406 0.2 0.9 0.0 0.299
H 0.5471 -2.0596 0.9910 0.1 -1.1 0.2 0.212
H -0.1156 2.7585 -0.4080 0.5 -0.9 0.1 0.262
```
Positions in Å, forces in eV/Å.

Summary:
* total charge: +1
* HOMO-LUMO gap (alpha / beta): 6.36 / 8.70 eV

---

no.,strongest force on any atom (eV/Å)
1,5.4
2,2.7
3,4.3
4,3.7
5,4.9
6,4.0
7,4.3
8,4.3
9,1.0
10,6.3
11,4.2